This record from the Open Molecules 2025 dataset describes C15H28F4N2O20PdS4 as an isolated structure at a distorted geometry. The level of theory is wB97M-V/def2-TZVPD.

Geometry as XYZ:
```
74
Properties=species:S:1:pos:R:3:lowdin_charge:R:1
Pd 8.38 -22.51 -12.17 0.89
N 10.14 -24.81 -13.26 -0.29
S 11.58 -25.27 -13.46 0.42
O 12.07 -25.30 -14.83 -0.28
O 12.17 -26.15 -12.44 -0.29
F 12.12 -23.82 -12.93 -0.26
S 9.64 -26.25 -13.99 0.49
O 9.86 -27.44 -13.22 -0.25
O 9.63 -26.23 -15.43 -0.28
F 8.12 -26.07 -13.67 -0.20
N 6.32 -20.43 -11.21 -0.08
S 4.59 -20.41 -11.32 0.67
O 4.12 -20.11 -12.68 -0.20
O 3.82 -19.92 -10.15 -0.23
F 4.41 -22.03 -11.15 -0.18
S 6.31 -19.04 -10.55 0.45
O 6.46 -19.05 -9.12 -0.11
O 5.68 -17.92 -11.21 -0.16
F 7.77 -18.76 -11.08 -0.16
C 12.89 -24.31 -7.26 -0.14
C 13.20 -23.06 -6.55 -0.12
O 12.45 -22.10 -7.32 0.06
C 11.68 -22.77 -8.24 -0.55
O 10.97 -22.23 -9.10 0.10
O 11.79 -24.06 -8.12 0.11
H 12.72 -25.06 -6.49 0.14
H 13.71 -24.62 -7.91 0.14
H 14.26 -22.86 -6.71 0.14
H 12.95 -23.20 -5.50 0.13
C 2.05 -24.37 -15.82 -0.07
C 3.44 -24.02 -15.40 -0.22
O 4.36 -23.54 -16.40 0.05
C 5.62 -23.30 -16.08 -0.58
O 6.05 -23.23 -14.95 0.10
O 6.35 -23.36 -17.20 0.01
C 7.69 -22.89 -17.27 -0.04
H 1.35 -24.04 -15.05 0.08
H 1.95 -25.43 -16.06 0.08
H 1.79 -23.89 -16.77 0.08
H 3.78 -24.97 -15.00 0.13
H 3.51 -23.40 -14.51 0.12
H 8.11 -23.36 -18.16 0.09
H 8.33 -23.16 -16.42 0.10
H 7.82 -21.86 -17.60 0.09
C 6.02 -23.21 -5.79 -0.07
C 6.84 -23.62 -6.96 -0.24
O 6.86 -24.99 -7.23 0.05
C 7.23 -25.34 -8.42 -0.62
O 7.44 -24.59 -9.37 0.08
O 7.57 -26.61 -8.52 0.02
C 7.28 -27.69 -7.53 0.01
H 6.46 -23.41 -4.82 0.08
H 4.96 -23.48 -5.76 0.08
H 5.92 -22.12 -5.72 0.08
H 7.89 -23.35 -6.85 0.14
H 6.40 -23.05 -7.78 0.12
H 6.29 -27.72 -7.09 0.09
H 8.02 -27.49 -6.75 0.09
H 7.44 -28.64 -8.04 0.09
C 13.99 -19.43 -15.71 -0.05
C 12.71 -19.68 -14.89 -0.19
O 11.62 -18.95 -15.42 0.03
C 10.36 -19.21 -15.08 -0.57
O 10.04 -20.23 -14.49 0.08
O 9.55 -18.34 -15.66 0.02
C 8.23 -18.56 -15.80 -0.08
H 14.86 -19.84 -15.21 0.08
H 14.17 -18.37 -15.86 0.08
H 13.93 -19.98 -16.65 0.08
H 12.79 -19.38 -13.84 0.13
H 12.38 -20.70 -15.11 0.13
H 7.73 -17.69 -15.35 0.10
H 7.92 -19.51 -15.37 0.09
H 7.97 -18.49 -16.86 0.10
```

Properties
energy above the lowest of the compared OMol25 structures with the same formula, charge and spin: 150.2 kcal per mole
spin multiplicity: 3
DFT total energy: -4322.33947 a.u.
<S²>: 2.01
HOMO (alpha / beta): -0.334 / -0.334 Eh


This record from the Open Molecules 2025 dataset describes a 2-piece molecular cluster, C5H13NO2 overall at a distorted geometry. The level of theory is wB97M-V/def2-TZVPD.

Geometry as XYZ:
```
21
Properties=species:S:1:pos:R:3:lowdin_charge:R:1
C 0.83 -0.11 0.87 -0.25
C 1.29 -1.52 1.38 -0.11
C -0.59 0.22 1.29 -0.30
N -1.07 1.40 0.62 -0.10
C -1.33 1.28 -0.81 -0.32
C -0.65 2.33 -1.66 -0.48
O -0.87 2.35 -2.92 -0.27
H 1.03 0.00 -0.20 0.09
H 1.52 0.65 1.27 0.10
H 2.15 -1.40 2.03 0.06
H 1.60 -2.15 0.55 0.03
H 0.43 -2.04 1.81 0.06
H -0.57 0.47 2.36 0.11
H -1.24 -0.64 1.16 0.10
H -1.84 1.88 1.07 0.09
H -2.43 1.22 -1.02 0.09
H -0.99 0.31 -1.19 0.09
H -0.39 3.24 -1.08 0.03
H 0.45 -2.91 -1.51 0.04
H 1.80 -2.29 -1.87 0.02
O 0.88 -2.29 -2.14 -0.07
```

Properties
energy above the lowest of the compared OMol25 structures with the same formula, charge and spin: 48.9 kcal per mole
total charge: -1
spin multiplicity: 2
DFT total energy: -403.46403 a.u.
<S²>: 0.75
HOMO (alpha / beta): 0.018 / -0.102 Eh


This record from the Open Molecules 2025 dataset describes an isolated molecule of C2H4F2N2O at a distorted geometry. The level of theory is wB97M-V/def2-TZVPD.

Geometry as XYZ:
```
11
Properties=species:S:1:pos:R:3:lowdin_charge:R:1
H 0.26 -1.97 -1.59 0.04
N -0.31 -1.72 -0.78 0.13
C -0.15 -0.51 -0.30 -0.41
N 0.47 0.52 -0.81 -0.01
O 0.97 0.47 -2.10 0.05
C -0.59 -0.17 1.11 -0.32
F 0.63 -0.01 1.73 0.06
F -1.04 1.09 1.19 0.05
H 0.20 1.44 -0.43 0.17
H 0.23 0.49 -2.64 0.06
H -1.38 -0.90 1.45 0.17
```

Properties
energy above the lowest of the compared OMol25 structures with the same formula, charge and spin: 40.0 kcal per mole
SMILES: [H]/N=C(\NO)C(F)F
DFT total energy: -463.00195 a.u.
HOMO: -0.351 Eh


This record from the Open Molecules 2025 dataset describes an isolated molecule of C21H26N4O7. The level of theory is wB97M-V/def2-TZVPD.

Geometry as XYZ:
```
58
Properties=species:S:1:pos:R:3:lowdin_charge:R:1
C 4.49 4.34 0.10 -0.06
C 3.43 4.20 -0.99 -0.41
C 3.72 5.15 -2.16 -0.07
C 3.39 2.76 -1.52 -0.12
N 3.12 1.78 -0.49 0.07
C 1.87 1.60 0.03 -0.21
N 0.87 2.34 -0.44 0.22
C 1.65 0.66 1.05 0.00
C 0.31 0.44 1.54 -0.29
O -0.67 1.11 1.17 0.06
C 0.07 -0.69 2.53 -0.07
O -1.32 -0.81 2.77 0.03
C -2.04 -1.23 1.73 -0.47
O -1.60 -1.63 0.69 0.15
C -3.53 -1.14 2.04 0.01
N -4.28 -1.93 1.10 0.06
C -4.97 -1.38 0.04 -0.38
O -5.15 -0.20 -0.13 0.12
C -5.47 -2.52 -0.83 -0.16
C -4.93 -2.32 -2.26 -0.13
C -3.45 -2.58 -2.27 -0.09
C -3.00 -3.67 -1.67 -0.09
C -3.97 -4.60 -1.02 -0.13
C -4.96 -3.79 -0.15 -0.15
C -4.21 -3.30 1.08 -0.39
O -3.67 -3.97 1.92 0.13
C 2.76 -0.08 1.59 -0.37
O 2.71 -0.87 2.51 0.07
N 4.00 0.16 0.98 0.03
C 5.16 -0.58 1.44 0.00
C 4.22 1.03 -0.05 -0.44
O 5.31 1.17 -0.55 0.10
H 4.23 3.74 0.96 0.08
H 5.46 4.02 -0.27 0.09
H 4.56 5.38 0.41 0.08
H 2.45 4.47 -0.56 0.13
H 3.72 6.18 -1.81 0.08
H 2.97 5.05 -2.94 0.08
H 4.69 4.92 -2.59 0.09
H 2.66 2.65 -2.33 0.13
H 4.38 2.51 -1.92 0.13
H 0.97 2.94 -1.23 0.11
H -0.05 2.11 -0.02 0.09
H 0.54 -0.47 3.49 0.15
H 0.48 -1.62 2.13 0.14
H -3.71 -1.49 3.06 0.15
H -3.85 -0.09 1.94 0.15
H -6.57 -2.48 -0.86 0.16
H -5.44 -3.02 -2.93 0.12
H -5.16 -1.30 -2.58 0.12
H -2.80 -1.86 -2.74 0.11
H -1.94 -3.90 -1.62 0.11
H -3.46 -5.33 -0.39 0.12
H -4.54 -5.14 -1.78 0.12
H -5.77 -4.45 0.17 0.16
H 5.93 0.12 1.77 0.10
H 4.83 -1.21 2.26 0.09
H 5.56 -1.18 0.63 0.10
```

Properties
energy above the lowest of the compared OMol25 structures with the same formula, charge and spin: 0.0 kcal per mole
SMILES: CC(C)Cn1c(N)c(C(=O)COC(=O)CN2C(=O)[C@H]3CC=CC[C@H]3C2=O)c(=O)n(C)c1=O
DFT total energy: -1561.67200 a.u.
HOMO: -0.335 Eh


This record from the Open Molecules 2025 dataset describes a 3-piece molecular cluster, C4H14NO2 overall at a distorted geometry. The level of theory is wB97M-V/def2-TZVPD.

Geometry as XYZ:
```
21
Properties=species:S:1:pos:R:3:lowdin_charge:R:1
C -0.14 -0.12 -2.03 -0.07
C 1.10 0.20 -1.19 -0.20
C 1.15 -0.35 0.21 -0.29
C 2.24 -0.38 0.95 0.10
N -0.13 -0.12 0.93 0.20
H -0.86 0.69 -2.06 0.08
H 0.19 -0.37 -3.03 0.08
H -0.64 -1.01 -1.65 0.06
H 2.01 -0.16 -1.68 0.12
H 1.34 1.27 -1.15 0.12
H 3.22 -0.13 0.56 0.09
H 2.23 -0.58 2.01 0.08
H -0.11 -0.27 1.94 0.17
H -0.83 -0.81 0.59 0.09
H -0.45 0.87 0.83 0.11
H -0.26 3.30 0.60 0.08
H -1.76 2.82 0.45 0.08
O -0.86 2.54 0.60 -0.02
H -2.95 -1.87 -0.15 0.08
H -1.96 -2.94 0.27 0.08
O -2.18 -2.01 0.41 -0.04
```

Properties
energy above the lowest of the compared OMol25 structures with the same formula, charge and spin: 27.7 kcal per mole
total charge: +1
DFT total energy: -365.78660 a.u.
HOMO: -0.513 Eh